[1]
38
Properties=species:S:1:pos:R:3:lowdin_spin:R:1 method="wB97M-V/def2-TZVPD" charge=+4 orbital_gap_ev="5.94 / 5.82" spin_multiplicity=3
I 3.284 -1.427 -0.678 0.041
I 3.387 1.451 -0.660 -0.053
Ga 0.495 1.570 0.201 0.007
V 0.468 -2.174 -0.223 0.956
S 0.576 -0.093 -1.450 0.026
C -0.922 -2.914 -1.309 -0.008
C -0.736 -2.714 1.198 -0.013
C -0.108 0.020 -3.311 0.012
C 0.431 1.279 -3.965 0.001
C -1.608 0.024 -3.150 0.003
C 0.438 -1.241 -3.963 0.000
C -0.710 2.723 1.159 0.002
C -1.309 2.945 -1.650 0.001
O -1.483 -3.210 1.968 0.006
O -1.842 -3.316 -1.982 0.027
O -1.393 3.365 1.864 0.000
O -1.971 3.807 -2.024 0.000
H 0.076 1.301 -5.008 0.001
H 1.533 1.295 -3.983 0.000
H 0.060 2.193 -3.480 0.000
H -2.073 0.058 -4.142 0.001
H -1.947 0.898 -2.587 0.000
H -1.952 -0.879 -2.643 0.000
H 0.128 -1.259 -5.018 0.000
H 0.041 -2.149 -3.486 0.000
H 1.540 -1.269 -3.927 0.000
F -0.609 -0.119 6.846 0.105
C -0.111 -0.060 5.595 0.245
C 0.222 1.154 5.021 0.064
F -0.151 2.259 5.730 0.016
C 0.807 1.187 3.754 0.063
F 1.371 2.317 3.239 0.015
C 0.708 0.013 2.915 0.199
O 0.422 -0.095 1.650 0.143
C 0.915 -1.153 3.722 0.084
F 1.567 -2.188 3.141 0.022
C 0.325 -1.219 4.973 0.032
F 0.132 -2.381 5.662 0.003

=====

[2]
41
Properties=species:S:1:pos:R:3:lowdin_charge:R:1 method="wB97M-V/def2-TZVPD" charge=0 smiles=CCSCc1cccc2c1Sc1c(ccc(P(O)Cl)c1COO)N2 orbital_gap_ev=8.57
C -2.507 3.367 -4.043 -0.164
C -1.449 2.260 -4.126 -0.506
S -2.191 0.601 -3.930 0.861
C -1.343 -0.048 -2.469 -0.458
C -1.373 0.879 -1.271 -0.291
C -2.477 1.676 -0.983 -0.066
C -2.494 2.493 0.143 -0.067
C -1.410 2.535 1.004 -0.023
C -0.293 1.746 0.740 -0.253
C -0.286 0.931 -0.393 -0.374
S 1.182 -0.041 -0.661 1.082
C 1.511 -0.483 1.027 -0.366
C 1.301 0.501 1.992 -0.248
C 1.574 0.208 3.327 -0.004
C 2.043 -1.046 3.681 -0.113
C 2.252 -2.027 2.713 -0.367
P 2.846 -3.707 3.128 0.601
O 1.520 -4.552 2.662 -0.357
Cl 2.646 -3.704 5.199 0.232
C 1.990 -1.747 1.365 -0.219
C 2.220 -2.782 0.300 -0.222
O 0.980 -3.327 -0.112 -0.140
O 1.199 -4.667 -0.544 -0.016
N 0.831 1.766 1.604 0.092
H -2.458 3.861 -3.077 0.060
H -3.501 2.941 -4.113 0.050
H -2.362 4.132 -4.800 0.065
H -0.699 2.393 -3.354 0.070
H -0.950 2.251 -5.088 0.056
H -0.328 -0.340 -2.701 0.038
H -1.851 -0.962 -2.169 0.092
H -3.340 1.654 -1.625 0.097
H -3.359 3.102 0.350 0.105
H -1.410 3.172 1.877 0.109
H 1.421 0.940 4.106 0.115
H 2.229 -1.257 4.721 0.051
H 0.716 -4.015 2.678 0.072
H 2.748 -2.329 -0.543 0.120
H 2.876 -3.560 0.682 0.080
H 1.386 -5.136 0.285 0.079
H 0.611 2.324 2.418 0.127

=====

[3]
91
Properties=species:S:1:pos:R:3:lowdin_charge:R:1 method="wB97M-V/def2-TZVPD" charge=0 relative_energy_kcal_mol=0.87 orbital_gap_ev=5.95
Ba -3.314 -2.450 1.773 2.074
C 0.445 0.597 1.451 0.004
C -0.640 -0.263 1.278 -0.338
C -1.040 -0.586 -0.193 -0.346
O -2.100 -1.247 -0.423 -0.215
C -0.227 -0.114 -1.229 -0.011
C 0.850 0.735 -1.012 -0.319
C 1.248 1.108 0.425 -0.324
O 2.177 1.868 0.735 0.064
O 1.495 1.152 -1.995 0.029
O -1.294 -0.795 2.222 -0.260
H 0.671 0.846 2.482 0.102
H -0.499 -0.272 -2.265 0.108
C 0.390 -0.980 5.131 -0.132
O -0.821 -0.273 4.868 -0.158
H 1.214 -0.616 4.513 0.068
H 0.633 -0.883 6.185 0.083
H 0.250 -2.048 4.896 0.071
H -1.012 -0.318 3.905 0.024
C 2.806 2.259 4.290 -0.137
O 3.134 0.976 3.748 -0.150
H 2.034 2.783 3.730 0.059
H 2.590 2.162 5.353 0.075
H 3.719 2.864 4.205 0.071
H 2.880 1.011 2.814 0.032
C -2.288 2.874 -1.404 -0.148
O -1.728 3.759 -2.357 -0.103
H -2.185 3.235 -0.381 0.068
H -3.354 2.779 -1.652 0.072
H -1.836 1.878 -1.421 0.057
H -2.154 3.615 -3.201 0.067
C -2.862 -3.679 5.076 -0.135
O -2.585 -2.505 4.323 -0.336
H -2.256 -4.509 4.695 0.082
H -2.640 -3.546 6.133 0.097
H -3.907 -3.969 4.952 0.079
H -1.880 -1.959 4.726 0.052
C -3.774 -5.309 -0.926 -0.131
O -3.607 -3.921 -0.629 -0.296
H -3.614 -5.870 -0.004 0.080
H -4.756 -5.513 -1.353 0.084
H -3.002 -5.632 -1.629 0.087
H -3.216 -3.507 -1.431 0.034
C 3.328 3.115 -4.920 -0.158
O 2.833 4.249 -4.194 -0.118
H 3.021 2.200 -4.427 0.054
H 3.011 3.159 -5.963 0.073
H 4.416 3.177 -4.811 0.075
H 2.858 5.001 -4.788 0.062
C -5.353 -0.502 -0.967 -0.105
O -5.355 -1.280 0.234 -0.276
H -5.072 0.531 -0.764 0.086
H -4.667 -0.923 -1.700 0.080
H -6.345 -0.546 -1.421 0.091
H -6.244 -1.458 0.542 0.076
C -0.908 3.555 2.407 -0.161
O -1.393 4.840 2.790 -0.109
H -0.601 3.546 1.358 0.072
H 0.044 3.315 2.893 0.057
H -1.598 2.733 2.604 0.076
H -0.992 5.001 3.648 0.068
C -0.378 -4.258 0.213 -0.106
O -0.824 -3.829 1.504 -0.228
H -0.241 -3.361 -0.390 0.083
H 0.562 -4.810 0.212 0.094
H -1.118 -4.899 -0.264 0.063
H -0.263 -4.174 2.203 0.088
C -1.454 -2.545 -3.842 -0.120
O -2.215 -2.774 -2.658 -0.171
H -0.397 -2.413 -3.592 0.080
H -1.521 -3.427 -4.474 0.080
H -1.806 -1.641 -4.342 0.080
H -2.142 -1.999 -2.061 0.033
C 0.277 1.455 -5.540 -0.170
O 0.324 2.396 -4.485 -0.127
H 1.238 1.375 -6.066 0.063
H 0.033 0.455 -5.162 0.064
H -0.466 1.777 -6.272 0.073
H 0.661 1.908 -3.715 0.038
C 5.508 1.816 1.490 -0.173
O 5.504 2.890 0.555 -0.106
H 4.660 1.157 1.340 0.058
H 6.451 1.257 1.423 0.076
H 5.510 2.201 2.518 0.068
H 6.414 3.195 0.513 0.070
C 5.464 0.406 -1.938 -0.174
O 4.354 1.192 -2.289 -0.111
H 6.372 0.865 -2.333 0.077
H 5.616 0.307 -0.856 0.054
H 5.383 -0.613 -2.337 0.073
H 3.561 0.644 -2.281 0.046

=====

[4]
71
Properties=species:S:1:pos:R:3:lowdin_spin:R:1 method="wB97M-V/def2-TZVPD" charge=+2 relative_energy_kcal_mol=106.54 orbital_gap_ev="6.21 / 5.93" spin_multiplicity=2
Ir 0.002 0.692 0.222 0.597
C -2.426 2.630 0.149 0.001
C -1.306 3.626 0.039 0.000
N -0.030 2.966 0.387 -0.003
C 1.140 3.496 -0.329 0.002
C 1.084 3.221 -1.818 0.012
S 0.431 1.577 -2.226 0.115
C -1.260 1.936 -2.790 0.007
C -2.282 1.219 -1.929 0.010
N -2.050 1.366 -0.481 0.063
H -2.620 2.439 1.205 0.000
H -3.334 3.041 -0.299 0.001
H -1.239 4.021 -0.971 0.000
H -1.504 4.469 0.703 0.000
H 0.136 3.045 1.390 0.000
H 1.232 4.577 -0.186 -0.001
H 2.022 3.024 0.096 0.000
H 0.495 3.954 -2.368 0.001
H 2.098 3.257 -2.212 0.001
H -1.404 3.013 -2.836 0.000
H -1.333 1.541 -3.803 0.002
H -3.281 1.578 -2.192 0.002
H -2.241 0.153 -2.152 0.000
H -2.589 0.608 -0.051 0.000
C -2.696 -0.330 2.035 -0.003
N -1.253 -0.030 1.951 -0.022
C -0.484 -0.337 2.950 -0.002
C 0.825 0.088 2.964 0.002
C 1.844 -0.019 3.903 -0.002
C 2.931 0.689 3.383 0.002
C 2.534 1.196 2.149 0.008
N 1.254 0.851 1.904 0.063
C -3.265 -1.156 0.906 0.000
C -4.296 -0.653 0.117 0.000
C -4.856 -1.434 -0.888 0.000
C -4.381 -2.716 -1.108 0.000
C -3.372 -3.233 -0.303 0.000
C -2.803 -2.448 0.684 0.000
H -3.231 0.623 2.076 0.000
H -2.886 -0.846 2.978 -0.001
H -0.868 -0.883 3.809 -0.001
H 1.788 -0.551 4.840 0.000
H 3.894 0.852 3.837 0.001
H 3.124 1.786 1.466 0.000
H -4.705 0.335 0.323 0.000
H -5.667 -1.044 -1.490 0.000
H -4.781 -3.308 -1.920 0.000
H -2.998 -4.234 -0.474 0.000
H -1.990 -2.844 1.284 0.000
C 4.278 0.290 -1.660 0.009
C 3.137 -0.210 -0.825 0.009
O 2.236 0.622 -0.572 0.115
C 3.171 -1.583 -0.335 0.001
C 2.137 -2.096 0.457 0.000
C 2.177 -3.388 0.932 0.000
C 3.254 -4.207 0.610 -0.001
C 4.285 -3.720 -0.181 0.000
C 4.247 -2.423 -0.654 -0.001
H 4.132 1.342 -1.893 0.000
H 4.331 -0.275 -2.593 0.001
H 5.223 0.169 -1.132 0.000
H 1.279 -1.479 0.672 0.001
H 1.362 -3.783 1.523 0.000
H 3.285 -5.225 0.975 0.000
H 5.118 -4.361 -0.437 0.000
H 5.054 -2.073 -1.281 0.000
F -1.454 -1.978 -2.642 0.000
B -0.388 -1.975 -1.795 0.000
F -0.876 -1.003 -0.634 0.010
F -0.112 -3.148 -1.177 0.000
F 0.722 -1.303 -2.281 0.000